Record 1
Molecular formula: C22H37AsN3PtSSi2
Method: DFT, ωB97M-V/def2-TZVPD

Element x y z (Å)
Pt (0.63, -0.07, -0.43)
C (-1.79, -1.26, -2.45)
Si (-1.83, -1.78, -0.64)
C (-2.68, -0.47, 0.40)
C (-2.79, -3.38, -0.46)
C (-0.07, -2.04, -0.03)
C (0.74, -2.69, -1.04)
C (0.84, -4.05, -1.33)
C (1.69, -4.44, -2.35)
C (2.42, -3.48, -3.05)
C (2.26, -2.15, -2.71)
N (1.44, -1.77, -1.73)
Si (0.46, -2.44, 1.74)
C (-0.38, -1.34, 3.00)
C (0.03, -4.21, 2.21)
C (2.32, -2.17, 1.76)
H (-2.76, -0.92, -2.79)
H (-1.49, -2.11, -3.08)
H (-1.06, -0.46, -2.62)
H (-3.66, -0.23, -0.01)
H (-2.08, 0.44, 0.43)
H (-2.81, -0.84, 1.42)
H (-3.84, -3.26, -0.77)
H (-2.80, -3.73, 0.58)
H (-2.36, -4.17, -1.07)
H (0.26, -4.76, -0.77)
H (1.78, -5.49, -2.61)
H (3.09, -3.76, -3.85)
H (2.80, -1.37, -3.23)
H (-1.44, -1.59, 3.09)
H (-0.27, -0.30, 2.73)
H (0.08, -1.49, 3.98)
H (-1.05, -4.37, 2.16)
H (0.35, -4.41, 3.24)
H (0.52, -4.95, 1.57)
H (2.56, -1.21, 1.29)
H (2.83, -2.95, 1.19)
H (2.73, -2.16, 2.77)
N (3.50, 2.61, -2.08)
C (3.07, 1.37, -1.77)
N (1.77, 1.29, -1.73)
C (1.30, 2.58, -2.03)
C (0.00, 3.06, -2.12)
C (-0.17, 4.39, -2.43)
C (0.94, 5.24, -2.62)
C (2.23, 4.77, -2.54)
C (2.39, 3.42, -2.25)
H (4.47, 2.90, -2.17)
H (3.75, 0.55, -1.61)
H (-0.84, 2.39, -1.96)
H (-1.16, 4.80, -2.53)
H (0.77, 6.28, -2.85)
H (3.08, 5.42, -2.69)
C (-0.23, 3.53, 3.75)
As (-1.02, 2.57, 2.28)
C (-2.00, 3.87, 1.25)
C (-2.40, 1.53, 3.14)
S (0.63, 1.79, 1.19)
H (-0.99, 4.09, 4.28)
H (0.54, 4.20, 3.37)
H (0.24, 2.81, 4.42)
H (-2.60, 4.49, 1.92)
H (-2.65, 3.36, 0.55)
H (-1.29, 4.49, 0.71)
H (-2.89, 2.20, 3.84)
H (-1.98, 0.69, 3.68)
H (-3.12, 1.18, 2.41)

The total energy is -118558.1514 eV. For the HOMO-LUMO gap, the calculation gives 7.85 eV. The highest occupied orbital energy is -0.3904 Eh. As for the total charge: +1.



Record 2
Molecular formula: C22H37Cl15F8O
Method: DFT, ωB97M-V/def2-TZVPD

Element x y z (Å)
C (-1.48, -0.27, 2.15)
C (-2.45, 0.57, 3.03)
C (-3.48, 1.15, 2.14)
F (-4.12, 0.34, 1.23)
F (-4.49, 1.83, 2.64)
F (-3.00, -0.21, 3.97)
F (-1.72, 1.57, 3.58)
O (-0.68, 0.42, 1.21)
C (0.70, 0.40, 1.36)
C (1.39, 1.05, 0.17)
F (0.95, 2.35, -0.02)
F (2.72, 1.04, 0.35)
F (0.94, 1.12, 2.49)
F (1.17, -0.85, 1.58)
H (-2.11, -0.99, 1.63)
H (-0.90, -0.86, 2.86)
H (-3.02, 1.90, 1.49)
H (1.19, 0.49, -0.74)
C (-2.39, 1.99, -1.30)
C (-2.23, 1.86, -2.81)
C (-3.07, 2.91, -3.52)
C (-4.64, 2.83, -3.39)
C (-5.28, 1.61, -4.05)
C (-5.34, 1.62, -5.61)
H (-3.40, 1.70, -1.02)
H (-2.19, 2.98, -0.90)
H (-1.65, 1.32, -0.85)
H (-1.20, 2.12, -3.04)
H (-2.38, 0.83, -3.13)
H (-2.76, 2.96, -4.56)
H (-2.88, 3.91, -3.13)
H (-4.87, 2.86, -2.32)
H (-5.19, 3.68, -3.81)
H (-4.72, 0.71, -3.78)
H (-6.30, 1.42, -3.73)
H (-4.32, 1.52, -6.00)
H (-5.99, 0.86, -6.04)
H (-5.70, 2.59, -5.96)
C (5.98, -2.81, 3.91)
C (6.11, -2.00, 2.67)
C (5.49, -2.60, 1.36)
C (5.57, -1.59, 0.22)
C (5.22, -2.07, -1.21)
C (3.98, -2.95, -1.30)
H (4.94, -3.11, 4.02)
H (6.27, -2.24, 4.79)
H (6.44, -3.80, 3.85)
H (5.68, -1.03, 2.94)
H (7.16, -1.79, 2.50)
H (4.44, -2.90, 1.50)
H (5.95, -3.55, 1.10)
H (4.96, -0.72, 0.47)
H (6.57, -1.15, 0.24)
H (5.11, -1.27, -1.94)
H (6.07, -2.61, -1.63)
H (4.05, -3.95, -0.86)
H (3.04, -2.58, -0.90)
H (3.83, -3.25, -2.33)
C (-5.08, -3.76, 3.01)
Cl (-3.73, -3.31, 1.92)
Cl (-5.23, -2.48, 4.24)
Cl (-4.87, -5.33, 3.73)
H (-6.04, -3.74, 2.50)
C (5.32, 3.44, -0.18)
Cl (6.61, 2.22, -0.51)
Cl (4.07, 3.43, -1.46)
Cl (6.04, 5.05, -0.16)
H (4.72, 3.18, 0.69)
C (2.59, 0.32, 5.27)
Cl (3.69, -0.35, 6.48)
Cl (1.12, -0.71, 5.23)
Cl (3.36, 0.29, 3.68)
H (2.31, 1.34, 5.54)
C (-7.15, 0.22, -0.01)
Cl (-7.16, -1.30, 0.87)
Cl (-7.71, 1.46, 1.18)
Cl (-8.19, 0.07, -1.46)
H (-6.12, 0.46, -0.26)
C (1.86, -1.10, -4.43)
Cl (0.58, -2.29, -4.13)
Cl (3.25, -1.94, -5.06)
Cl (2.31, -0.09, -3.05)
H (1.50, -0.41, -5.20)

The total energy is -235036.4015 eV. As for the expectation value of S²: 0.751. For the HOMO-LUMO gap (alpha / beta), the calculation gives 1.64 / 9.56 eV. Its spin multiplicity is 2. The highest occupied orbital energy (alpha / beta) is 0.0075 / -0.2845 Eh. As for the total charge: -1.



Record 3
Molecular formula: C22H37ClP2Zr
Method: DFT, ωB97M-V/def2-TZVPD

Element x y z (Å)
P (-1.19, 2.16, -1.04)
P (0.90, -1.38, 1.91)
C (0.68, 1.11, 0.28)
C (1.35, -0.26, 0.49)
H (0.66, 1.67, 1.21)
H (1.26, 1.71, -0.42)
H (1.29, -0.94, -0.47)
H (2.46, -0.07, 0.79)
C (2.36, -0.71, 2.78)
H (2.07, -0.80, 3.83)
H (2.60, 0.35, 2.55)
H (3.26, -1.30, 2.60)
C (1.34, -3.07, 1.38)
H (2.40, -3.16, 1.09)
H (0.74, -3.48, 0.55)
H (1.20, -3.69, 2.29)
C (-0.77, 3.89, -0.90)
H (-1.69, 4.49, -0.77)
H (-0.24, 4.20, -1.82)
H (-0.11, 4.09, -0.03)
C (-1.39, 1.98, -2.83)
H (-1.65, 0.96, -3.16)
H (-0.49, 2.31, -3.35)
H (-2.21, 2.68, -3.01)
Zr (-0.64, -0.34, -0.72)
C (2.45, -2.14, -1.44)
C (3.21, -1.34, -0.66)
C (3.93, -0.12, -1.15)
C (3.16, 0.58, -2.28)
C (1.63, 0.52, -2.30)
C (0.82, -0.47, -2.85)
C (1.50, -1.51, -3.72)
C (2.63, -2.22, -2.92)
C (-2.96, 0.89, -0.55)
H (1.76, -2.90, -1.07)
H (3.49, -1.74, 0.34)
H (4.93, -0.52, -1.47)
H (4.19, 0.61, -0.35)
H (3.45, 1.64, -2.26)
H (3.54, 0.18, -3.23)
H (1.20, 1.51, -2.19)
H (-0.24, -0.31, -3.13)
H (1.94, -0.98, -4.59)
H (0.81, -2.27, -4.13)
H (2.64, -3.30, -3.19)
H (3.64, -1.81, -3.16)
H (-3.17, -0.04, 0.08)
H (-3.56, 0.94, -1.48)
H (-3.18, 1.77, 0.08)
Cl (-2.68, 2.73, 3.26)
C (-3.55, 1.21, 3.23)
C (-4.71, 1.10, 4.00)
C (-5.45, -0.09, 4.00)
C (-4.91, -1.21, 3.39)
C (-3.73, -1.14, 2.67)
C (-3.00, 0.06, 2.55)
C (-1.64, 0.03, 1.87)
H (-5.06, 1.97, 4.57)
H (-6.36, -0.17, 4.57)
H (-5.45, -2.16, 3.41)
H (-3.27, -2.03, 2.28)
H (-1.06, -0.68, 2.52)
H (-1.14, 0.99, 2.06)

The total energy is -55766.8916 eV. For the HOMO-LUMO gap, the calculation gives 4.99 eV. The highest occupied orbital energy is -0.4687 Eh. As for the total charge: +2.



Record 4
Molecular formula: C22H37FIN2O6P2
Method: DFT, ωB97M-V/def2-TZVPD

Element x y z (Å)
C (-0.92, 2.65, -4.89)
C (-0.10, 1.34, -5.29)
P (-0.64, -0.28, -4.52)
C (-2.30, -0.93, -5.10)
C (-3.59, -0.01, -4.83)
C (-0.32, -0.43, -2.68)
C (-1.18, 0.22, -1.57)
C (-2.47, 1.10, -1.89)
C (-0.86, 0.01, -0.03)
C (-1.79, 0.70, 1.09)
O (-1.82, 1.94, 1.24)
O (-2.59, -0.10, 1.95)
C (-3.44, -0.99, 1.18)
C (-3.01, -2.54, 1.36)
O (-1.87, -2.91, 1.69)
I (-4.55, -4.05, 0.99)
C (0.38, -0.85, 0.31)
C (0.72, -1.08, 1.86)
N (1.71, -0.07, 2.41)
C (1.22, -1.44, -0.88)
C (2.52, -2.28, -0.43)
C (3.86, -1.37, -0.34)
F (4.40, -1.30, 0.99)
N (0.85, -1.24, -2.27)
P (1.85, -1.98, -3.55)
C (3.61, -1.28, -3.60)
C (1.80, -3.86, -3.52)
H (-0.94, 2.84, -3.75)
H (-0.33, 3.55, -5.32)
H (-1.96, 2.72, -5.36)
H (1.00, 1.53, -4.95)
H (-0.02, 1.18, -6.44)
H (-2.24, -1.09, -6.24)
H (-2.47, -1.97, -4.63)
H (-4.47, -0.29, -5.53)
H (-3.97, -0.28, -3.77)
H (-3.40, 1.11, -4.86)
H (-2.47, 1.60, -2.90)
H (-3.39, 0.41, -1.74)
H (-2.62, 1.94, -1.11)
H (-3.51, -0.67, 0.08)
H (-4.50, -0.91, 1.63)
H (1.07, -2.15, 2.10)
H (-0.23, -0.93, 2.50)
H (2.50, -0.01, 1.75)
H (1.18, 0.82, 2.43)
H (2.39, -2.75, 0.62)
H (2.77, -3.15, -1.12)
H (4.67, -1.88, -0.98)
H (3.67, -0.36, -0.83)
H (3.58, -0.23, -3.15)
H (3.86, -1.13, -4.72)
H (4.42, -1.96, -3.19)
H (2.86, -4.22, -3.19)
H (1.65, -4.33, -4.56)
H (1.09, -4.31, -2.73)
C (2.09, 2.88, 8.39)
C (0.80, 2.09, 8.49)
O (-0.16, 2.56, 7.53)
C (0.04, 2.16, 6.27)
O (0.94, 1.45, 5.88)
O (-0.93, 2.70, 5.50)
C (-0.77, 2.44, 4.11)
H (1.90, 3.96, 8.47)
H (2.79, 2.59, 9.18)
H (2.58, 2.73, 7.42)
H (0.36, 2.25, 9.48)
H (0.97, 1.02, 8.37)
H (-0.67, 1.36, 3.92)
H (0.10, 2.97, 3.73)
H (-1.66, 2.80, 3.60)

The total energy is -68060.4277 eV. For the HOMO-LUMO gap, the calculation gives 5.16 eV. The highest occupied orbital energy is -0.3651 Eh. As for the total charge: +1.



Record 5
Molecular formula: C22H37FO20S
Method: DFT, ωB97M-V/def2-TZVPD

Element x y z (Å)
C (-4.44, 1.72, -4.70)
C (-2.88, 1.21, -4.38)
F (-2.14, 0.91, -5.63)
C (-3.05, -0.08, -3.36)
C (-2.61, -0.08, -1.91)
S (-1.76, 1.33, -1.03)
C (-2.79, 2.88, -0.81)
O (-1.17, 0.81, 0.32)
O (-0.53, 1.73, -1.93)
C (-3.07, -1.59, -1.36)
O (-2.83, -1.91, -0.06)
O (-3.74, -2.42, -2.40)
C (-3.70, -1.58, -3.65)
O (-4.13, -2.02, -4.85)
H (-4.84, 1.19, -5.69)
H (-5.11, 1.31, -3.82)
H (-4.55, 2.89, -4.72)
H (-2.39, 2.10, -3.77)
H (-2.35, 3.74, -1.50)
H (-3.93, 2.72, -1.01)
H (-2.59, 3.26, 0.30)
C (-1.36, -8.54, 0.86)
O (-1.70, -7.78, -0.30)
C (-1.45, -6.45, -0.18)
O (-0.97, -5.89, 0.79)
O (-1.82, -5.85, -1.34)
C (-1.61, -4.44, -1.37)
H (-1.60, -9.59, 0.66)
H (-0.28, -8.47, 1.07)
H (-1.94, -8.21, 1.73)
H (-0.55, -4.20, -1.25)
H (-2.21, -3.95, -0.59)
H (-1.94, -4.07, -2.34)
C (-1.97, 2.76, 4.11)
O (-3.13, 3.16, 4.84)
C (-4.21, 3.45, 4.07)
O (-4.25, 3.39, 2.85)
O (-5.23, 3.81, 4.89)
C (-6.44, 4.15, 4.21)
H (-1.17, 2.56, 4.82)
H (-2.17, 1.85, 3.54)
H (-1.64, 3.57, 3.44)
H (-6.81, 3.29, 3.64)
H (-6.28, 5.00, 3.54)
H (-7.18, 4.42, 4.96)
C (5.94, -0.29, -1.20)
O (5.00, 0.09, -0.20)
C (3.71, 0.13, -0.63)
O (3.33, -0.14, -1.76)
O (2.93, 0.50, 0.41)
C (1.54, 0.58, 0.10)
H (6.94, -0.29, -0.74)
H (5.73, -1.31, -1.56)
H (5.94, 0.42, -2.03)
H (1.15, -0.39, -0.21)
H (1.36, 1.33, -0.68)
H (1.01, 0.89, 1.00)
C (-1.02, 6.00, 5.98)
O (-0.01, 5.80, 4.99)
C (1.18, 6.37, 5.29)
O (1.44, 7.01, 6.29)
O (2.04, 6.10, 4.27)
C (3.35, 6.65, 4.45)
H (-1.93, 5.50, 5.64)
H (-0.72, 5.55, 6.94)
H (-1.24, 7.06, 6.10)
H (3.82, 6.23, 5.34)
H (3.30, 7.74, 4.51)
H (3.95, 6.38, 3.58)
C (8.10, -6.26, -4.14)
O (7.43, -5.19, -3.49)
C (6.14, -5.01, -3.88)
O (5.55, -5.67, -4.72)
O (5.63, -3.96, -3.18)
C (4.28, -3.65, -3.50)
H (9.12, -6.31, -3.75)
H (7.60, -7.21, -3.93)
H (8.15, -6.08, -5.22)
H (3.62, -4.50, -3.26)
H (4.18, -3.37, -4.55)
H (3.97, -2.80, -2.88)

The total energy is -77907.6243 eV. For the HOMO-LUMO gap, the calculation gives 7.82 eV. The highest occupied orbital energy is -0.3890 Eh. As for the total charge: 0.



Record 6
Molecular formula: C22H37N2O5
Method: DFT, ωB97M-V/def2-TZVPD

Element x y z (Å)
C (0.07, 4.44, 3.92)
C (-0.14, 4.04, 2.67)
C (-0.42, 3.44, 1.18)
C (0.91, 3.42, 0.27)
C (0.72, 2.65, -1.16)
C (0.17, 1.18, -0.86)
C (0.99, 0.14, -0.05)
O (2.29, 0.55, 0.44)
C (3.31, -0.29, -0.19)
C (4.76, 0.40, 0.14)
C (5.56, -0.44, 1.28)
O (5.62, 0.37, -1.06)
N (0.54, -1.17, 0.21)
N (-0.61, -1.79, -0.08)
C (-1.44, -0.89, -0.79)
C (-2.90, -1.55, -1.14)
C (-3.60, -1.87, 0.28)
C (-5.21, -1.65, 0.29)
O (-5.50, -0.84, 1.49)
C (-6.92, -0.60, 1.61)
C (-7.77, 0.30, 0.56)
O (-7.58, -1.11, 2.59)
C (-1.22, 0.56, -1.26)
C (-2.24, 1.46, -2.10)
C (-3.18, 2.44, -1.21)
C (-3.69, 1.74, 0.17)
H (0.11, 4.39, 5.08)
H (-0.88, 2.39, 1.37)
H (-1.24, 4.04, 0.63)
H (1.86, 3.04, 0.82)
H (1.14, 4.53, 0.00)
H (1.78, 2.54, -1.62)
H (0.08, 3.26, -1.91)
H (3.24, -1.36, 0.25)
H (3.21, -0.37, -1.33)
H (4.64, 1.47, 0.56)
H (6.14, -1.37, 0.83)
H (4.84, -0.81, 2.12)
H (6.34, 0.24, 1.79)
H (6.55, 0.53, -0.73)
H (1.21, -1.79, 0.74)
H (-3.52, -0.91, -1.86)
H (-2.71, -2.56, -1.69)
H (-3.30, -2.92, 0.70)
H (-3.14, -1.12, 1.05)
H (-5.74, -2.67, 0.39)
H (-5.59, -1.11, -0.67)
H (-8.87, 0.33, 0.89)
H (-7.36, 1.38, 0.64)
H (-7.70, -0.09, -0.52)
H (-1.58, 2.17, -2.76)
H (-2.84, 0.83, -2.88)
H (-2.71, 3.47, -1.02)
H (-4.14, 2.63, -1.85)
H (-4.48, 0.95, -0.14)
H (-4.22, 2.57, 0.78)
H (-2.84, 1.32, 0.82)
C (5.80, -4.80, -1.16)
C (7.16, -4.12, -1.06)
O (7.37, -3.62, 0.25)
H (5.01, -4.09, -0.90)
H (5.63, -5.18, -2.16)
H (5.74, -5.63, -0.45)
H (7.21, -3.28, -1.76)
H (7.96, -4.82, -1.31)
H (7.33, -4.38, 0.86)

The total energy is -36614.2433 eV. For the HOMO-LUMO gap, the calculation gives 7.34 eV. The highest occupied orbital energy is -0.4416 Eh. As for the total charge: +1.